{"formula": "C4H7ClO2", "method": "wB97M-V/def2-TZVPD", "elements": ["C", "C", "C", "C", "O", "O", "Cl", "H", "H", "H", "H", "H", "H", "H"], "xyz": [[0.596, -1.746, -0.277], [-1.545, -0.867, 0.357], [-0.360, 1.720, -0.120], [-0.300, -0.578, -0.085], [0.569, -2.838, 0.179], [0.185, 0.579, -0.683], [3.103, 0.601, 0.253], [1.375, -1.658, -1.048], [1.796, 0.679, -0.140], [-1.701, -1.844, 0.932], [-2.400, -0.088, 0.560], [-0.013, 1.860, 0.945], [-1.483, 1.577, -0.206], [0.176, 2.603, -0.668]], "lumo_ev": -0.08, "gap_ev": 10.054, "spin_multiplicity": 1, "e_above_lowest_kj_mol": 197.6, "total_charge": 0, "smiles": "C=C(C=O)OC.Cl"}

---

{"formula": "C41H37BrN7O2Sr", "method": "wB97M-V/def2-TZVPD", "elements": ["Sr", "C", "N", "C", "C", "C", "C", "C", "C", "N", "C", "C", "C", "C", "C", "C", "N", "C", "C", "C", "C", "C", "N", "H", "H", "H", "H", "H", "H", "H", "H", "H", "H", "H", "H", "H", "H", "H", "H", "H", "H", "O", "C", "C", "C", "C", "C", "C", "C", "O", "N", "N", "C", "C", "Br", "C", "C", "C", "C", "C", "C", "C", "H", "H", "H", "H", "H", "H", "H", "H", "H", "H", "H", "H", "H", "H", "N", "C", "C", "C", "C", "C", "C", "C", "H", "H", "H", "H", "H"], "xyz": [[1.483, -0.061, -0.580], [3.971, 0.570, -0.904], [2.901, 0.870, -1.833], [2.996, 0.144, -3.079], [2.776, -1.342, -2.925], [3.632, -2.243, -3.547], [3.381, -3.598, -3.414], [2.277, -4.008, -2.678], [1.465, -3.038, -2.123], [1.701, -1.733, -2.248], [2.750, 2.302, -1.979], [2.372, 2.912, -0.652], [3.082, 3.975, -0.113], [2.683, 4.499, 1.106], [1.569, 3.958, 1.726], [0.920, 2.898, 1.116], [1.321, 2.360, -0.038], [4.149, -0.886, -0.596], [5.340, -1.528, -0.905], [5.495, -2.858, -0.549], [4.453, -3.502, 0.099], [3.302, -2.779, 0.370], [3.162, -1.496, 0.047], [3.756, 1.076, 0.042], [4.926, 0.979, -1.261], [3.959, 0.318, -3.584], [2.209, 0.514, -3.743], [4.488, -1.888, -4.106], [4.049, -4.322, -3.861], [2.053, -5.056, -2.537], [0.588, -3.295, -1.536], [1.940, 2.503, -2.685], [3.660, 2.782, -2.372], [3.934, 4.382, -0.642], [3.230, 5.315, 1.560], [1.204, 4.344, 2.667], [0.038, 2.458, 1.559], [6.127, -0.994, -1.423], [6.416, -3.374, -0.786], [4.521, -4.542, 0.384], [2.446, -3.230, 0.859], [0.297, -3.019, 1.580], [0.795, -2.641, 2.789], [1.477, -3.577, 3.558], [2.050, -3.201, 4.762], [1.938, -1.895, 5.215], [1.238, -0.966, 4.458], [0.655, -1.324, 3.252], [-0.075, -0.336, 2.370], [0.475, -0.327, 1.095], [-1.497, -0.706, 2.332], [-2.448, 0.119, 1.879], [-2.152, 1.109, 1.126], [-3.192, 2.018, 0.653], [-2.553, 3.187, -0.734], [-4.438, 2.135, 1.095], [-5.459, 3.078, 0.588], [-6.270, 2.726, -0.487], [-7.244, 3.599, -0.947], [-7.413, 4.837, -0.344], [-6.610, 5.189, 0.731], [-5.639, 4.317, 1.197], [0.049, -2.195, 1.113], [1.546, -4.595, 3.195], [2.595, -3.934, 5.342], [2.381, -1.604, 6.158], [1.144, 0.055, 4.808], [-0.008, 0.671, 2.822], [-1.827, -1.261, 3.105], [-1.140, 1.304, 0.797], [-4.723, 1.462, 1.898], [-6.138, 1.757, -0.955], [-7.876, 3.311, -1.777], [-8.170, 5.519, -0.706], [-6.741, 6.148, 1.215], [-5.012, 4.596, 2.036], [-0.794, -0.456, -1.424], [-1.671, -0.640, -2.144], [-2.719, -0.897, -3.076], [-2.607, -2.038, -3.880], [-3.564, -2.292, -4.844], [-4.634, -1.420, -5.004], [-4.754, -0.301, -4.192], [-3.803, -0.031, -3.226], [-1.769, -2.706, -3.734], [-3.479, -3.164, -5.478], [-5.372, -1.616, -5.771], [-5.594, 0.368, -4.324], [-3.883, 0.844, -2.596]], "lumo_ev": -2.87, "gap_ev": 6.917, "spin_multiplicity": 1, "e_above_lowest_kj_mol": 184.4, "total_charge": 1}

---

{"formula": "C3H11N3O", "method": "wB97M-V/def2-TZVPD", "elements": ["C", "C", "N", "C", "O", "H", "H", "H", "H", "H", "H", "H", "N", "N", "H", "H", "H", "H"], "xyz": [[0.378, -2.258, 0.744], [0.532, -0.954, -0.011], [-1.863, -0.937, -0.769], [-0.562, -0.348, -0.631], [1.651, -0.322, 0.150], [1.309, 1.051, 0.390], [-1.921, -1.622, -1.516], [-2.196, -1.361, 0.086], [-0.316, 0.329, -1.449], [1.367, -2.680, 0.911], [-0.084, -2.088, 1.721], [-0.251, -2.969, 0.207], [0.511, 1.907, 0.569], [0.469, 2.997, -0.359], [-0.435, 2.997, -0.829], [0.561, 2.265, 1.517], [-0.315, 1.159, 0.346], [1.164, 2.831, -1.080]], "lumo_ev": 0.86, "gap_ev": 8.186, "spin_multiplicity": 1, "e_above_lowest_kj_mol": 330.4, "total_charge": 0}

---

{"formula": "C36H62BrN2O13", "method": "wB97M-V/def2-TZVPD", "elements": ["C", "C", "C", "C", "C", "C", "O", "C", "Br", "N", "N", "C", "C", "O", "C", "O", "C", "C", "C", "C", "C", "C", "C", "C", "C", "C", "O", "C", "C", "C", "C", "C", "C", "C", "H", "H", "H", "H", "H", "H", "H", "H", "H", "H", "H", "H", "H", "H", "H", "H", "H", "H", "H", "H", "H", "H", "H", "H", "H", "H", "H", "H", "H", "H", "H", "H", "H", "H", "H", "H", "H", "H", "H", "H", "H", "H", "H", "H", "C", "O", "C", "O", "O", "C", "H", "H", "H", "H", "H", "H", "C", "O", "C", "O", "O", "C", "H", "H", "H", "H", "H", "H", "C", "O", "C", "O", "O", "C", "H", "H", "H", "H", "H", "H"], "xyz": [[-1.933, 1.615, -4.243], [-1.226, 2.523, -3.296], [0.368, 2.388, -2.959], [1.255, 3.643, -3.510], [0.329, 4.905, -4.108], [-0.135, 4.666, -5.677], [-1.495, 5.294, -5.776], [2.280, 4.328, -2.467], [3.828, 5.330, -3.347], [2.904, 3.491, -1.393], [2.989, 4.326, -0.303], [2.369, 2.105, -1.165], [2.797, 1.785, 0.436], [3.086, 1.000, -1.792], [3.445, 1.076, -3.167], [4.053, 2.027, -3.878], [3.180, -0.319, -4.062], [4.300, -1.524, -3.769], [4.281, -2.983, -4.574], [3.061, -3.192, -5.653], [1.946, -1.988, -5.943], [1.985, -0.509, -5.162], [0.709, 1.963, -1.372], [0.208, 0.374, -1.337], [0.221, -0.340, 0.125], [1.193, -1.695, 0.062], [0.577, -2.686, -0.880], [-0.167, 2.973, -0.446], [-1.668, 2.425, 0.006], [-2.713, 3.706, 0.251], [-4.030, 3.589, -0.757], [-5.245, 2.686, -0.120], [-6.282, 2.055, -1.226], [-5.657, 0.794, -2.096], [-1.950, 0.457, -3.980], [-2.486, 2.069, -5.172], [-1.817, 3.412, -2.762], [0.726, 1.430, -3.578], [1.849, 3.265, -4.475], [-0.540, 5.214, -3.388], [1.057, 5.851, -4.147], [-0.173, 3.532, -5.972], [0.549, 5.320, -6.401], [-1.877, 5.153, -6.690], [1.670, 5.204, -1.928], [3.925, 3.363, -1.677], [3.878, 4.315, 0.208], [2.136, 4.466, 0.238], [2.767, 0.611, 0.654], [2.133, 2.346, 1.207], [3.942, 2.068, 0.631], [5.184, -1.399, -2.986], [5.098, -3.830, -4.392], [3.045, -4.232, -6.229], [1.122, -2.249, -6.743], [1.220, 0.342, -5.398], [0.860, -0.318, -2.060], [-0.905, 0.245, -1.750], [0.476, 0.359, 1.036], [-0.869, -0.771, 0.353], [1.247, -2.212, 1.121], [2.240, -1.299, -0.321], [1.280, -3.387, -1.110], [0.322, 3.329, 0.553], [-0.363, 3.967, -1.077], [-2.183, 1.745, -0.795], [-1.574, 1.909, 1.076], [-3.104, 3.732, 1.377], [-2.222, 4.746, 0.015], [-4.436, 4.680, -0.990], [-3.738, 3.092, -1.782], [-4.890, 1.804, 0.573], [-5.878, 3.415, 0.571], [-7.247, 1.647, -0.695], [-6.640, 2.871, -2.003], [-4.771, 1.146, -2.805], [-5.298, -0.095, -1.385], [-6.467, 0.326, -2.837], [-3.089, -7.538, 1.266], [-3.620, -6.332, 0.721], [-2.683, -5.478, 0.236], [-1.476, -5.663, 0.236], [-3.322, -4.383, -0.247], [-2.455, -3.391, -0.793], [-3.925, -8.145, 1.623], [-2.554, -8.106, 0.498], [-2.433, -7.321, 2.116], [-1.895, -3.793, -1.644], [-1.774, -3.009, -0.026], [-3.072, -2.562, -1.149], [1.065, -1.165, 6.086], [2.315, -0.572, 6.433], [2.921, 0.089, 5.415], [2.490, 0.206, 4.278], [4.089, 0.598, 5.880], [4.840, 1.326, 4.910], [0.671, -1.667, 6.974], [0.347, -0.398, 5.777], [1.198, -1.913, 5.298], [4.273, 2.192, 4.554], [5.124, 0.677, 4.075], [5.753, 1.687, 5.391], [1.582, -6.155, 6.871], [0.836, -6.616, 7.996], [-0.076, -5.727, 8.464], [-0.291, -4.614, 8.009], [-0.707, -6.290, 9.525], [-1.701, -5.461, 10.124], [2.280, -6.945, 6.582], [0.917, -5.956, 6.024], [2.160, -5.263, 7.130], [-2.497, -5.234, 9.407], [-1.254, -4.540, 10.513], [-2.140, -6.011, 10.961]], "lumo_ev": -3.00, "gap_ev": 7.885, "spin_multiplicity": 1, "total_charge": 1}

---

{"formula": "C3H10N3", "method": "wB97M-V/def2-TZVPD", "elements": ["C", "C", "C", "N", "N", "N", "H", "H", "H", "H", "H", "H", "H", "H", "H", "H"], "xyz": [[-1.596, 1.252, 0.472], [-1.901, -0.016, 0.132], [0.786, 0.662, 0.326], [1.012, 0.621, -1.109], [0.932, -0.510, 0.829], [1.292, -1.641, 0.128], [-1.512, 2.088, -0.280], [-1.199, 1.557, 1.460], [-1.844, -0.716, 0.896], [-2.443, -0.179, -0.829], [1.670, 1.365, -1.386], [0.374, 0.761, -1.863], [0.723, -0.439, 1.756], [1.981, -2.086, 0.705], [1.237, -0.417, -1.216], [0.487, -2.305, -0.020]], "lumo_ev": [-3.20, -6.00], "gap_ev": [7.438, 8.008], "spin_multiplicity": 3, "e_above_lowest_kj_mol": 282.0, "total_charge": 1}

---

We obtain total energy values of -767.1986, -4722.8427, -360.3116, -5069.5348, -284.0421 Eh for the records listed above, in that order.
We obtain max |F| values of 2.73, 5.78, 1.44, 8.32, 5.70 eV Å⁻¹ for the records listed above, in that order.